{"formula": "C16H43HgN3O5", "method": "ωB97M-V with the def2-TZVPD basis set", "species": ["Hg", "O", "O", "O", "O", "O", "N", "N", "N", "C", "C", "C", "C", "C", "C", "C", "C", "C", "C", "C", "C", "C", "C", "C", "C", "H", "H", "H", "H", "H", "H", "H", "H", "H", "H", "H", "H", "H", "H", "H", "H", "H", "H", "H", "H", "H", "H", "H", "H", "H", "H", "H", "H", "H", "H", "H", "H", "H", "H", "H", "H", "H", "H", "H", "H", "H", "H", "H"], "coordinates": [[-13.34, 2.78, 10.18], [-14.75, 2.71, 8.76], [-11.96, 3.13, 11.62], [-11.66, 6.75, 11.33], [-14.39, -0.01, 10.91], [-11.54, 0.28, 6.85], [-11.03, 2.53, 8.52], [-14.11, 7.82, 10.46], [-11.53, -0.03, 10.36], [-9.43, 2.58, 6.56], [-12.36, 3.57, 12.95], [-10.86, 2.61, 7.02], [-13.27, 8.07, 8.23], [-10.34, 6.24, 11.71], [-12.16, -0.98, 11.24], [-12.29, -0.33, 12.64], [-14.92, 3.68, 7.74], [-11.75, 7.51, 10.08], [-15.77, -0.15, 11.01], [-11.84, 1.65, 6.42], [-12.49, -0.68, 6.31], [-13.11, 7.26, 9.49], [-13.82, 4.01, 13.03], [-15.59, 2.98, 6.53], [-13.66, -1.16, 10.84], [-10.45, 5.53, 12.55], [-11.26, -0.46, 9.52], [-10.27, 3.07, 9.02], [-11.81, 4.42, 13.34], [-11.34, 0.01, 12.94], [-12.56, 7.77, 7.42], [-14.01, 4.64, 13.88], [-16.19, -0.81, 10.25], [-15.00, 2.11, 6.15], [-13.20, 9.17, 8.42], [-10.84, 1.54, 8.75], [-10.97, 7.16, 9.39], [-16.17, 0.82, 10.89], [-12.68, -1.05, 13.36], [-14.08, -1.94, 11.59], [-9.29, 2.77, 5.47], [-12.10, -0.89, 5.30], [-14.21, 7.22, 11.25], [-14.22, 4.73, 12.28], [-16.08, -0.56, 11.93], [-15.05, 7.89, 10.03], [-11.84, 1.62, 5.33], [-13.93, 4.03, 7.45], [-12.83, 1.91, 6.76], [-8.90, 1.58, 6.71], [-14.53, 3.16, 13.01], [-16.58, 2.56, 6.84], [-12.40, -1.62, 6.87], [-11.28, 3.64, 6.77], [-11.62, 8.56, 10.22], [-9.70, 7.10, 11.97], [-12.17, 2.72, 13.60], [-8.83, 3.34, 7.08], [-9.91, 5.69, 10.87], [-13.13, 6.17, 9.37], [-10.74, 0.51, 10.72], [-11.72, -1.96, 11.17], [-15.59, 4.52, 8.03], [-13.83, -1.64, 9.80], [-12.89, 0.61, 12.62], [-14.27, 7.79, 7.81], [-13.54, -0.32, 6.34], [-15.76, 3.63, 5.61]], "orbital_gap_ha": 0.349, "total_energy_ha": -1329.1410}